Record 1
{"formula": "C3H6N2S2", "method": "ωB97M-V with the def2-TZVPD basis set", "species": ["C", "C", "C", "N", "N", "S", "S", "H", "H", "H", "H", "H", "H"], "coordinates": [[-0.4099, -0.6570, 0.4425], [0.7028, 1.2042, -1.1490], [-1.4302, -1.7334, 0.9564], [0.5401, -0.2411, 1.0927], [1.5793, 0.7750, -0.2369], [-0.6544, -0.2633, -1.3575], [0.0106, 2.7999, -0.5006], [1.0252, 1.2419, -2.2336], [-1.2917, -1.5564, 1.9776], [-0.9351, -2.6488, 0.6915], [-2.3723, -1.6010, 0.3614], [2.2166, -0.0956, -0.3880], [1.0189, 2.7757, 0.3434]], "mulliken_charge": [0.65, -0.01, -1.00, -0.49, -0.66, -0.17, -0.22, 0.43, 0.35, 0.29, 0.34, 0.33, 0.16], "gap_ev": 8.497, "lumo_ev": -0.6, "e_above_lowest_kcal_mol": 90.2, "multiplicity": 1, "total_energy_ha": -1023.6592, "total_charge": 0}

***

Record 2
{"formula": "C3H6N2S3", "method": "ωB97M-V with the def2-TZVPD basis set", "species": ["C", "C", "C", "H", "H", "H", "H", "H", "H", "N", "N", "S", "S", "S"], "coordinates": [[-0.6889, -0.6843, -2.5847], [-0.2085, -0.3815, 0.1400], [1.3083, 1.3702, 1.0305], [-0.3543, -1.6715, -2.4143], [-0.6002, -0.1583, -3.6452], [-1.6554, -0.6221, -2.0302], [-0.9099, -0.7834, 2.1823], [-0.1286, 0.8690, 2.7858], [2.0919, 1.3647, -0.0477], [0.5193, 0.1362, 1.0759], [0.1704, -0.3259, 2.3589], [0.4939, 0.0292, -1.4790], [-1.4060, -1.4840, 0.3079], [1.3680, 2.3416, 2.3198]], "mulliken_charge": [-0.82, 0.44, 0.09, 0.37, 0.30, 0.23, 0.28, 0.26, 0.18, 0.24, -0.75, -0.08, -0.42, -0.31], "gap_ev": 7.608, "lumo_ev": -1.2, "e_above_lowest_kcal_mol": 114.6, "multiplicity": 1, "total_energy_ha": -1421.8159, "total_charge": 0}

***

Record 3
{"formula": "C3H6N3", "method": "ωB97M-V with the def2-TZVPD basis set", "species": ["C", "C", "C", "N", "N", "N", "H", "H", "H", "H", "H", "H"], "coordinates": [[1.1570, -0.0316, 1.7943], [0.0818, -0.6186, 1.2396], [-1.1167, 0.1504, -0.9136], [1.4435, 1.0820, 1.0110], [0.7163, 1.1906, 0.0757], [-0.1659, 0.0585, 0.0166], [-0.4349, -1.4776, 1.3431], [1.6448, -0.3796, 2.6343], [-0.4074, -0.4848, -2.3282], [-1.9049, -0.6107, -1.0301], [-1.2912, 1.0311, -1.3160], [0.2775, 0.0902, -2.5268]], "mulliken_charge": [-0.38, -0.12, -0.58, -0.26, -0.14, 0.39, 0.43, 0.45, 0.04, 0.35, 0.56, 0.26], "gap_ev": 8.321, "lumo_ev": -7.0, "e_above_lowest_kcal_mol": 129.8, "multiplicity": 1, "total_energy_ha": -281.7111, "total_charge": 1}

***

Record 4
{"formula": "C3H6N3", "method": "ωB97M-V with the def2-TZVPD basis set", "species": ["C", "C", "C", "N", "N", "N", "H", "H", "H", "H", "H", "H"], "coordinates": [[0.3620, 0.0141, 0.6968], [4.3032, 0.2742, -0.4137], [-1.9765, 0.4259, 0.3042], [1.4239, -0.4555, 0.6946], [-0.8037, 0.5030, 0.9222], [-2.3315, -0.4127, -0.8291], [5.2796, -0.2669, -0.7085], [3.8615, 0.0302, 0.6541], [-2.7886, 0.1697, 0.9142], [-2.3217, 1.4881, -0.0182], [-1.6682, -1.0253, -1.1630], [-3.3400, -0.7448, -1.0538]], "mulliken_charge": [0.44, 0.19, -0.24, -0.43, -0.31, -0.44, 0.33, 0.36, 0.34, 0.31, 0.20, 0.25], "gap_ev": [2.932, 3.541], "lumo_ev": [-9.5, -9.0], "e_above_lowest_kcal_mol": 235.6, "multiplicity": 1, "total_energy_ha": -281.5424, "total_charge": 1}

***

Record 5
{"formula": "C3H6N3", "method": "ωB97M-V with the def2-TZVPD basis set", "species": ["H", "N", "N", "C", "N", "C", "C", "H", "H", "H", "H", "H"], "coordinates": [[-3.8264, -0.7187, 0.5206], [-3.1592, -0.3712, -0.1862], [-2.1752, 0.1482, 0.2521], [-1.0253, 0.6635, 0.0168], [0.0655, -0.0495, -0.2516], [1.3814, 0.3591, -0.0995], [2.3883, -0.5015, -0.0121], [-0.9058, 1.7209, 0.2421], [-0.0322, -1.0494, -0.4111], [1.6435, 1.5169, -0.1281], [3.4009, -0.1512, 0.0589], [2.2446, -1.5671, -0.0019]], "mulliken_charge": [0.33, -0.39, 0.30, 0.16, -0.21, 0.33, -0.85, 0.33, 0.27, 0.21, 0.26, 0.25], "gap_ev": 8.074, "lumo_ev": -5.7, "e_above_lowest_kcal_mol": 69.1, "multiplicity": 1, "total_energy_ha": -281.8078, "smiles": "[H]/N=N/C=[NH+]/C=C", "total_charge": 1}

***

Record 6
{"formula": "C3H6N3", "method": "ωB97M-V with the def2-TZVPD basis set", "species": ["C", "C", "C", "N", "N", "N", "H", "H", "H", "H", "H", "H"], "coordinates": [[2.0160, -0.7239, 0.0153], [0.5281, 0.8588, 0.0016], [-1.4265, -0.7045, -0.0628], [0.8447, -1.3337, 0.0184], [1.8569, 0.6405, -0.0084], [-0.0483, -0.3872, -0.0062], [2.8170, -1.4620, -0.0068], [-0.5465, 2.1547, -0.0482], [-2.0309, -0.2033, -0.7739], [-1.5232, -1.7805, -0.1756], [-1.7844, -0.2709, 0.9458], [2.6926, 1.1710, -0.1643]], "mulliken_charge": [-0.14, -0.04, -0.74, -0.67, -0.08, 0.59, 0.43, 0.45, 0.33, 0.28, 0.35, 0.25], "gap_ev": 10.088, "lumo_ev": -5.2, "e_above_lowest_kcal_mol": 74.8, "multiplicity": 1, "total_energy_ha": -281.7986, "total_charge": 1}

***

Record 7
{"formula": "C3H6N3", "method": "ωB97M-V with the def2-TZVPD basis set", "species": ["C", "C", "C", "N", "N", "N", "H", "H", "H", "H", "H", "H"], "coordinates": [[-1.0839, 2.1012, -0.2255], [-0.6331, 0.8774, -0.6467], [0.8369, -0.8114, 0.0263], [2.8498, -1.9112, 0.5538], [1.8880, -1.2264, 0.3127], [0.0355, -0.1213, -0.8606], [-2.0186, 1.9057, 0.3866], [-0.6746, 3.0292, -0.4055], [-1.8815, -0.7875, 0.6405], [-2.6192, -0.6093, 0.6138], [3.5442, -1.7482, 1.2719], [-0.2435, -0.6983, -1.6672]], "mulliken_charge": [-0.31, 0.21, 0.12, -0.91, 0.73, -0.04, 0.19, 0.35, -0.20, 0.21, 0.31, 0.35], "gap_ev": [8.566, 8.568], "lumo_ev": [-5.0, -5.0], "e_above_lowest_kcal_mol": 167.0, "multiplicity": 1, "total_energy_ha": -281.6518, "total_charge": 1}

***

Record 8
{"formula": "C3H6N3O", "method": "ωB97M-V with the def2-TZVPD basis set", "species": ["C", "C", "N", "C", "N", "N", "O", "H", "H", "H", "H", "H", "H"], "coordinates": [[-1.3750, 2.2230, 1.1981], [-0.6749, 1.7936, 0.1556], [0.1697, 1.2292, -0.9478], [0.1975, -0.2415, -0.6167], [-0.8373, -0.9661, -1.0809], [1.3113, -0.7357, 0.2147], [0.9029, -1.8110, 0.9700], [-2.0625, 2.2957, 2.1135], [1.1628, 1.5529, -0.8398], [-1.3111, -1.6472, -0.4417], [-1.1867, -0.7723, -2.0443], [2.1359, -1.0069, -0.3789], [1.5672, -1.9134, 1.6982]], "mulliken_charge": [-0.26, -0.04, -0.29, 0.38, -0.30, -0.13, -0.41, 0.37, 0.36, 0.30, 0.30, 0.33, 0.37], "gap_ev": 7.842, "lumo_ev": -6.0, "e_above_lowest_kcal_mol": 142.5, "multiplicity": 1, "total_energy_ha": -356.9296, "smiles": "C#CN/C(N)=[NH+]/O", "total_charge": 1}